50
Properties=species:S:1:pos:R:3:lowdin_charge:R:1 method="wB97M-V/def2-TZVPD" total_charge=-1 gap_ev=8.449 lumo_ev=1.9
O 0.935 -2.707 5.438 -0.046
H 0.001 -2.786 5.350 0.005
H 1.246 -2.156 4.715 0.032
O -1.857 -0.393 4.066 -0.079
H -1.685 -1.259 3.681 -0.022
H -1.143 0.010 3.500 0.055
O -0.274 -0.444 0.784 -0.115
H -1.078 0.110 0.504 0.089
H 0.020 -0.480 -0.164 -0.009
O 3.445 -0.434 -4.796 -0.097
H 3.143 -1.219 -4.213 0.083
H 3.574 0.258 -4.151 0.003
O 4.136 0.076 2.513 -0.091
H 4.343 0.387 1.578 0.028
O -0.273 -1.259 -1.740 -0.356
H 0.138 0.002 -2.257 0.023
H 0.049 -1.801 -2.453 -0.022
O -3.765 2.181 0.329 -0.075
H -3.372 1.602 0.959 -0.012
H -3.731 3.162 0.638 0.094
O 2.362 0.420 0.695 -0.098
H 1.372 0.403 0.686 0.034
H 3.208 0.181 2.531 -0.026
O -2.247 0.531 -4.373 -0.037
H -2.793 0.339 -5.116 0.016
H -1.422 0.873 -4.712 0.017
O -1.740 -3.169 2.577 -0.062
H -2.510 -2.555 2.469 0.060
H -1.222 -2.933 1.805 0.026
O 4.520 1.505 -0.285 -0.061
H 3.584 1.284 -0.203 -0.023
H 4.752 2.209 -0.868 0.021
O 1.599 2.614 -1.707 -0.049
H 1.953 2.354 -2.537 0.007
H 0.836 2.047 -1.699 -0.008
O -2.679 -2.707 -1.850 -0.105
H -2.151 -2.835 -2.621 -0.009
H -2.144 -1.974 -1.411 0.031
O 1.069 -3.562 -0.932 -0.052
H 1.320 -2.688 -0.703 -0.016
H 0.232 -3.388 -1.351 -0.005
O 0.549 0.512 -3.191 -0.240
H -0.371 0.934 -3.147 0.019
H 2.610 -0.317 0.062 0.108
O -3.917 1.599 3.778 -0.004
H -4.183 2.026 4.555 0.011
H -4.495 1.724 3.073 -0.011
O -0.758 4.171 -0.164 -0.040
H -1.213 3.930 0.620 -0.004
H 0.028 3.622 -0.261 0.011